[1]
DFT (the ωB97M-V functional and the def2-TZVPD basis) results for H20O10 as an isolated structure.

The HOMO-LUMO gap is 9.42 eV. As for the energy above the lowest of the compared OMol25 structures with the same formula, charge and spin: 173.9 kcal per mole. The net charge is 0.

Element x y z (Å)
H 1.106 1.188 -0.743
H -0.226 1.730 -0.741
H 2.678 1.510 -2.051
H 3.480 1.302 -0.775
H 1.506 -2.498 -0.189
H 2.687 -3.216 0.392
H -2.770 -0.347 -0.139
H -2.430 1.143 -0.783
H -3.805 5.391 0.152
H -4.456 4.056 -0.017
H -0.169 -3.482 2.112
H -0.142 -2.048 2.567
H -5.006 -1.720 -1.237
H -3.524 -1.193 -1.574
H 1.291 1.219 4.469
H 1.479 2.059 3.209
H -2.333 -3.454 -0.622
H -1.754 -2.774 -1.841
H 5.685 0.036 -1.024
H 5.410 1.419 -0.514
O 0.241 0.871 -0.658
O 3.617 1.481 -1.785
O 2.420 -2.331 0.010
O -2.214 0.499 -0.070
O -3.570 4.511 -0.127
O 0.212 -2.612 1.899
O -4.015 -1.958 -1.317
O 1.082 1.244 3.534
O -1.655 -2.868 -0.890
O 5.175 0.846 -1.249

Cartesian forces (eV/Å) of the 3 atoms listed first:
2.42 0.23 -0.13
-0.12 -0.95 0.26
-0.26 0.55 -0.56

[2]
DFT (the ωB97M-V functional and the def2-TZVPD basis) results for C13H12AsCl5F3NO6SSc as an isolated structure.

The HOMO-LUMO gap is 7.66 eV. As for the energy above the lowest of the compared OMol25 structures with the same formula, charge and spin: 12.6 kcal per mole. The net charge is +1.

Element x y z (Å)
Sc -0.736 -0.467 -0.250
Cl 4.980 -1.432 4.174
C 3.830 -1.122 2.919
C 4.201 -1.344 1.583
C 3.322 -1.105 0.556
Cl 3.803 -1.372 -1.078
C 2.018 -0.641 0.816
O 1.191 -0.378 -0.159
C 1.662 -0.435 2.167
C 0.348 -0.012 2.520
O -0.597 0.170 1.728
C 2.580 -0.672 3.212
H 5.195 -1.710 1.361
H 0.153 0.172 3.582
H 2.283 -0.506 4.241
C 2.008 2.193 -1.314
As 0.152 2.562 -1.104
C -0.315 3.704 -2.547
C -0.154 3.495 0.524
O -0.915 1.241 -1.167
H 2.443 3.091 -1.750
H 2.134 1.340 -1.974
H 2.464 1.979 -0.352
H 0.243 4.635 -2.473
H -1.384 3.899 -2.507
H -0.071 3.195 -3.476
H 0.514 4.351 0.586
H 0.013 2.822 1.360
H -1.191 3.824 0.523
F -1.655 -5.163 -0.449
C -1.761 -4.131 -1.267
F -1.689 -4.519 -2.530
F -2.921 -3.520 -1.062
S -0.380 -2.965 -0.938
O -0.645 -2.460 0.437
O 0.845 -3.642 -1.154
O -0.698 -1.810 -1.828
Cl -5.941 0.070 -2.157
C -5.623 -0.555 -0.545
Cl -6.372 0.457 0.681
Cl -6.147 -2.217 -0.400
C -4.158 -0.517 -0.329
N -3.029 -0.506 -0.160

Cartesian forces (eV/Å) of the 3 atoms listed first:
-0.92 0.72 0.21
-0.05 0.01 -0.06
0.24 -0.08 -0.03

[3]
DFT (the ωB97M-V functional and the def2-TZVPD basis) results for an isolated ion of composition C6H10NO and charge +1.

The HOMO-LUMO gap is 10.25 eV. As for the energy above the lowest of the compared OMol25 structures with the same formula, charge and spin: 0.0 kcal per mole. Its SMILES is CC1=[N+]=COC1(C)C. The net charge is +1.

Element x y z (Å)
C 0.371 -2.024 -0.187
C -0.456 -0.842 -0.086
N -1.779 -0.897 -0.047
C -2.200 0.353 0.031
O -1.295 1.257 0.056
C -0.022 0.582 0.012
C 0.802 1.077 -1.174
C 0.656 0.789 1.371
H -0.096 -2.852 0.351
H 1.399 -1.860 0.131
H 0.382 -2.341 -1.240
H -3.245 0.627 0.086
H 1.066 2.125 -1.036
H 0.227 0.977 -2.096
H 1.712 0.484 -1.259
H 1.611 0.270 1.387
H 0.835 1.854 1.518
H 0.031 0.424 2.182

Cartesian forces (eV/Å) of the 3 atoms listed first:
0.39 -0.57 -0.08
-1.10 0.78 -0.04
0.12 -1.04 -0.08

[4]
DFT (the ωB97M-V functional and the def2-TZVPD basis) results for C9H22N4O2 as an isolated structure.

The HOMO-LUMO gap is 9.90 eV. As for the energy above the lowest of the compared OMol25 structures with the same formula, charge and spin: 79.7 kcal per mole. The net charge is +2.

Element x y z (Å)
C -3.351 -0.944 -0.014
C -0.008 -0.586 -0.433
C 1.127 -1.914 -2.261
C -0.011 -1.841 -3.236
C -1.343 -0.450 -1.141
C 0.429 0.616 0.373
C -0.023 0.631 1.809
C 0.843 1.608 2.679
C 0.605 3.099 2.418
N 1.142 -0.815 -1.334
N -2.272 -0.360 -0.023
N -0.236 -2.973 -3.860
N 1.467 3.762 3.434
O 1.164 -3.147 -1.486
O -1.487 -1.585 -2.083
H -3.843 -1.666 -0.694
H -4.128 -0.757 0.899
H -0.045 -1.522 0.183
H 2.013 -1.599 -2.973
H -0.051 -0.776 -3.625
H -1.350 0.420 -1.763
H 1.639 0.541 0.401
H 0.165 1.552 -0.209
H -1.150 0.822 1.952
H 0.146 -0.335 2.259
H 1.994 1.297 2.529
H 0.540 1.302 3.661
H 0.878 3.226 1.424
H -0.543 3.173 2.566
H 1.425 0.095 -1.739
H 0.191 -3.683 -3.367
H -0.858 -3.217 -4.638
H 0.781 4.400 3.864
H 2.381 4.183 3.118
H 1.699 3.019 4.266
H 2.048 -3.295 -1.193
H -1.976 -2.278 -1.764

Cartesian forces (eV/Å) of the 3 atoms listed first:
-4.93 -1.03 2.69
1.62 -1.68 -0.39
1.53 1.24 0.77

[5]
DFT (the ωB97M-V functional and the def2-TZVPD basis) results for an isolated ion of composition C3HCl2N2 and charge +1.

The HOMO-LUMO gap (alpha / beta) is 7.92 / 7.92 eV. As for the energy above the lowest of the compared OMol25 structures with the same formula, charge and spin: 74.1 kcal per mole. Its SMILES is ClC1=NC#[N+][C@H]1Cl. The net charge is +1.

Element x y z (Å)
Cl 0.816 -0.804 2.738
C 0.619 -1.057 1.141
N 1.777 -1.682 0.370
C 1.363 -1.503 -0.823
N 0.294 -1.090 -1.299
C -0.269 -0.534 0.015
Cl -1.881 -1.102 0.314
H -0.386 0.627 0.046

Cartesian forces (eV/Å) of the 3 atoms listed first:
-0.69 -0.09 -0.55
5.48 -1.97 -3.63
-1.26 0.87 2.85

[6]
DFT (the ωB97M-V functional and the def2-TZVPD basis) results for one molecule with the formula C5H6O2.

The HOMO-LUMO gap is 10.54 eV. As for the energy above the lowest of the compared OMol25 structures with the same formula, charge and spin: 34.4 kcal per mole. Its SMILES is O=CC1(C=O)CC1. The net charge is 0.

Element x y z (Å)
O 2.215 -1.051 -0.127
C 1.490 -0.192 -0.567
C 0.167 0.196 -0.012
C -0.358 1.519 -0.463
O -1.052 2.243 0.211
C -0.458 -0.407 1.213
C -0.758 -1.028 -0.098
H 1.711 0.311 -1.534
H -0.067 1.818 -1.491
H -1.237 0.219 1.642
H 0.163 -0.945 1.921
H -1.716 -0.903 -0.588
H -0.220 -1.945 -0.327

Cartesian forces (eV/Å) of the 3 atoms listed first:
-0.26 0.40 -0.06
0.16 -0.25 0.10
0.09 0.15 -0.04